C20H37BiNO4Si | wB97M-V/def2-TZVPD

orbital gap = 5.1 eV
DFT total energy = -1644.2315 hartree
net charge = -1
spin multiplicity = 1
LUMO level = 2.570 eV
F_max = 2.833 eV/A

CARTESIAN COORDINATES (ANGSTROEM)
C1 0.09215 -1.58767 -2.26618
C2 -1.23438 -1.90008 -1.87076
C3 -1.20791 -2.39176 -0.53919
C4 0.17132 -2.34734 -0.08426
C5 0.96882 -1.87127 -1.19151
Bi1 -0.42170 0.09060 0.55591
C6 -1.11123 2.17440 -1.32879
C7 0.30955 2.09042 -1.56344
C8 1.02454 2.65056 -2.60821
N1 1.02938 1.29560 -0.59321
H1 -2.03719 -2.81881 0.02617
H2 -2.12016 -1.82876 -2.50609
H3 0.55548 -2.80064 0.82656
H4 2.05691 -1.83651 -1.20587
H5 0.39674 -1.22741 -3.24895
H6 -1.77686 1.88498 -2.14296
H7 2.01506 1.11177 -0.78652
H8 -1.47077 2.90960 -0.60217
H9 0.47683 3.19650 -3.37326
H10 2.10365 2.52792 -2.65239
C9 3.75156 -1.14173 4.29558
C10 2.38150 -1.70314 4.65561
C11 1.90561 -2.69823 3.60560
C12 2.49435 -2.38093 6.01617
O1 1.43400 -0.59707 4.78607
Si1 0.74396 0.36927 3.64313
O2 1.01324 -0.16225 2.13453
O3 -0.88644 0.46694 3.91931
C13 -1.87455 -0.51558 4.37872
C14 -2.29464 -1.40969 3.21722
C15 -1.27014 -1.35252 5.49013
C16 -3.05751 0.29282 4.89590
O4 1.35050 1.90224 3.82003
C17 0.62248 3.17235 3.73823
C18 -0.25135 3.25507 2.48746
C19 -0.22537 3.34073 4.99646
C20 1.68050 4.27327 3.66100
H11 4.47668 -1.96511 4.23212
H12 4.08904 -0.45409 5.07883
H13 3.72133 -0.61494 3.33669
H14 2.57831 -3.56918 3.59687
H15 0.89458 -3.06231 3.82975
H16 1.91123 -2.23452 2.61422
H17 2.93335 -1.70045 6.75171
H18 1.52706 -2.73250 6.39740
H19 3.15518 -3.25289 5.91834
H20 -1.44638 -1.98544 2.82678
H21 -3.05026 -2.12438 3.57213
H22 -2.74568 -0.82083 2.40702
H23 -0.85632 -0.71852 6.28261
H24 -2.05550 -1.97792 5.93956
H25 -0.48588 -2.01664 5.11275
H26 -2.77750 0.86484 5.79051
H27 -3.44555 0.97215 4.12739
H28 -3.86990 -0.38573 5.18440
H29 -1.08233 2.53869 2.53852
H30 -0.68808 4.26671 2.42831
H31 0.35019 3.08490 1.58136
H32 0.38729 3.18474 5.89265
H33 -0.63771 4.36178 5.03528
H34 -1.06081 2.62920 5.00071
H35 2.35703 4.24795 4.52305
H36 2.27085 4.18863 2.73959
H37 1.19276 5.25898 3.65025